[1]
# C23H39N3O

C23H39N3O as an isolated structure in a non-equilibrium geometry (ωB97M-V with the def2-TZVPD basis set, OMol25).

Energy relative to the best compared isomer or geometry (same formula, charge and spin), eV: 21.673
DFT total energy, eV: -30979.778
Frontier orbital gap, hartree: 0.3266
Molecular weight, Da: 373.58
LUMO, eV: 0.71

```
! RIJCOSX wB97M-V def2-TZVPD def2/J DEFGRID3
* xyz 0 1
C -3.493 -0.071 -2.452
N -2.135 -0.265 -2.194
H -1.688 -1.047 -2.727
C -1.393 0.964 -2.578
H -1.559 1.165 -3.768
C 0.109 0.945 -2.253
N 0.235 0.528 -0.937
H -0.300 -0.613 -0.810
C -0.054 1.148 0.200
H 0.488 2.115 0.195
C 0.299 0.561 1.697
N -0.440 -0.801 1.762
H -0.247 -1.497 1.189
C -1.939 -0.737 1.654
C -2.788 -0.235 2.685
C -2.445 -0.604 3.998
C -1.652 -0.136 4.842
C -1.234 -0.726 6.058
C -1.872 -2.058 6.614
C -2.794 -2.391 5.670
C -3.123 -1.977 4.377
H -3.735 -2.164 3.769
H -3.288 -3.361 6.006
H -1.583 -2.269 7.438
H -0.340 -0.662 6.796
H -1.001 0.658 4.677
C -4.338 0.359 2.366
C -2.993 1.286 2.787
H -2.747 2.052 1.761
H -3.151 1.977 3.620
H -4.499 0.138 1.524
H -4.926 0.082 3.178
H -2.301 -0.286 0.682
H -2.367 -1.813 1.448
C 1.563 0.351 1.823
O 2.311 -0.565 1.121
H 1.785 -0.496 0.083
H 2.161 1.556 1.921
H 1.777 -0.101 2.890
H -0.095 1.353 2.384
H -1.236 1.750 0.219
C 1.098 0.221 -3.158
H 0.648 -1.004 -3.082
H 0.625 0.321 -4.275
C 2.562 -0.004 -2.980
C 3.016 -1.152 -3.471
C 4.531 -1.026 -3.297
C 5.057 0.267 -3.826
C 4.603 1.300 -3.176
C 3.180 1.409 -3.541
H 2.587 2.165 -2.988
H 2.877 1.336 -4.524
H 4.891 2.217 -3.473
H 4.635 1.523 -2.125
H 6.207 0.374 -3.573
H 5.185 0.435 -4.814
H 5.108 -1.988 -3.851
H 4.907 -1.073 -2.289
H 2.821 -2.060 -3.067
H 2.892 -0.860 -4.467
H 2.550 -0.047 -1.844
H 0.549 1.965 -2.121
H -1.843 1.713 -1.986
H -3.801 0.721 -1.935
H -3.854 0.202 -3.566
H -4.004 -1.069 -2.288
*
```

Mulliken atomic charge list, values in e, 8 entries: atom 1 (C): -1.069, atom 2 (N): -0.053, atom 3 (H): 0.265, atom 4 (C): -1.335, atom 5 (H): 0.340, atom 6 (C): -0.258, atom 7 (N): 0.369, atom 8 (H): 0.471

---

[2]
# C23H39N6O7P2RuS

C23H39N6O7P2RuS as an isolated structure (ωB97M-V with the def2-TZVPD basis set, OMol25).

Energy relative to the best compared isomer or geometry (same formula, charge and spin), eV: 0.668
DFT total energy, eV: -79729.201
Frontier orbital gap (spin up / spin down), hartree: 0.3080 / 0.2568
Molecular weight, Da: 706.69
LUMO (spin up / spin down), eV: -9.11 / -10.64

```
! RIJCOSX wB97M-V def2-TZVPD def2/J DEFGRID3
* xyz 3 5
Ru -1.367 0.218 0.796
O -2.653 -0.820 2.027
C -4.068 -1.148 1.800
C -4.874 0.126 1.908
C -4.301 1.281 1.076
C -4.028 0.900 -0.353
C -5.003 1.046 -1.327
C -4.746 0.665 -2.633
C -3.496 0.145 -2.944
C -2.557 0.033 -1.944
N -2.816 0.394 -0.672
H -2.187 -1.522 2.502
H -4.350 -1.873 2.559
H -4.140 -1.608 0.813
H -4.950 0.438 2.949
H -5.889 -0.105 1.575
H -3.396 1.688 1.543
H -5.011 2.108 1.088
H -5.960 1.468 -1.051
H -5.502 0.779 -3.398
H -3.246 -0.159 -3.950
H -1.563 -0.346 -2.133
C 3.604 1.836 0.487
N 2.465 0.892 0.496
C 2.556 -0.101 1.573
P 1.531 0.818 -0.814
O 0.101 0.421 -0.769
O 1.800 -1.549 -0.691
P 0.613 -2.371 -0.330
O -0.416 -1.890 0.663
N 1.244 -3.849 0.357
C 0.423 -4.734 1.150
C 2.510 -4.379 -0.108
N -0.125 -3.004 -1.657
C -1.424 -3.668 -1.583
C 0.627 -3.259 -2.888
N 2.260 0.839 -2.230
C 3.645 0.387 -2.399
C 1.616 1.419 -3.416
H 3.601 2.388 1.427
H 3.519 2.541 -0.336
H 4.543 1.289 0.399
H 2.806 0.437 2.488
H 3.338 -0.828 1.358
H 1.609 -0.608 1.722
H -0.470 -4.218 1.485
H 1.005 -5.084 2.006
H 0.155 -5.617 0.557
H 3.095 -3.592 -0.570
H 2.323 -5.187 -0.827
H 3.041 -4.816 0.740
H -1.948 -3.365 -0.679
H -1.310 -4.756 -1.591
H -2.018 -3.387 -2.453
H 1.523 -2.646 -2.906
H -0.002 -3.008 -3.742
H 0.898 -4.315 -2.967
H 3.968 -0.165 -1.520
H 4.307 1.234 -2.577
H 3.686 -0.284 -3.257
H 0.557 1.581 -3.229
H 1.732 0.728 -4.250
H 2.084 2.373 -3.662
O 1.117 2.719 -0.830
S 0.231 3.449 0.148
O -0.522 4.486 -0.442
N -0.637 2.304 0.926
C -0.014 1.969 2.070
O -0.331 0.823 2.508
C 0.979 2.935 2.551
C 1.645 3.025 3.760
C 2.515 4.101 3.938
C 2.709 5.048 2.939
C 2.050 4.954 1.709
C 1.198 3.889 1.553
H 1.477 2.306 4.550
H 3.037 4.211 4.878
H 3.377 5.879 3.119
H 2.200 5.693 0.933
*
```

Mulliken atomic charge list, values in e, 8 entries: atom 1 (Ru): 0.969, atom 2 (O): -0.473, atom 3 (C): -0.456, atom 4 (C): -0.759, atom 5 (C): -0.982, atom 6 (C): 0.896, atom 7 (C): -0.818, atom 8 (C): -0.479

---

[3]
# C23H40NO2P3Tc

C23H40NO2P3Tc as an isolated structure in a non-equilibrium geometry (ωB97M-V with the def2-TZVPD basis set, OMol25).

Energy relative to the best compared isomer or geometry (same formula, charge and spin), eV: 0.000
DFT total energy, eV: -60107.412
Frontier orbital gap (spin up / spin down), hartree: 0.3041 / 0.1226
Molecular weight, Da: 553.50
LUMO (spin up / spin down), eV: -11.32 / -15.36

```
! RIJCOSX wB97M-V def2-TZVPD def2/J DEFGRID3
* xyz 4 4
P -1.211 1.470 3.160
C -0.145 2.913 3.626
H -0.658 3.572 4.367
H 0.074 3.487 2.696
H 0.817 2.516 4.028
C -2.883 2.097 3.529
H -3.581 1.227 3.574
H -3.206 2.766 2.699
H -2.900 2.651 4.499
C -0.916 0.399 4.591
H -1.613 0.622 5.414
H 0.129 0.504 4.936
H -1.066 -0.648 4.271
P 1.613 -3.308 -0.574
C 3.228 -2.493 -0.450
H 4.009 -3.240 -0.380
H 3.253 -1.849 0.415
H 3.371 -1.881 -1.323
C 1.482 -4.531 0.771
H 0.533 -5.083 0.694
H 1.513 -4.027 1.746
H 2.318 -5.239 0.696
C 1.531 -4.231 -2.093
H 2.160 -5.126 -2.043
H 1.861 -3.605 -2.929
H 0.499 -4.544 -2.303
P -1.456 1.799 -2.306
C -0.306 3.113 -2.981
H -0.875 3.667 -3.748
H 0.553 2.585 -3.434
H 0.043 3.749 -2.146
C -2.173 1.226 -3.849
H -2.195 2.052 -4.558
H -3.181 0.864 -3.669
H -1.578 0.410 -4.249
C -2.840 2.779 -1.658
H -3.336 3.248 -2.504
H -2.470 3.508 -0.939
H -3.513 2.077 -1.162
Tc -0.286 -1.797 -0.466
C 0.746 -1.009 1.045
O 1.290 -0.595 1.995
C 0.753 -0.875 -2.007
O 1.316 -0.348 -2.910
C -2.291 -2.625 -1.462
C -2.722 -1.345 -1.143
C -2.615 -0.896 0.170
C -2.148 -1.729 1.176
C -1.648 -2.985 0.844
C -1.673 -3.424 -0.490
H -2.476 -3.016 -2.462
H -3.202 -0.713 -1.889
H -2.998 0.074 0.434
H -2.203 -1.436 2.222
H -1.306 -3.665 1.614
H -1.393 -4.437 -0.751
C 3.411 6.333 -0.041
C 3.205 4.844 -0.092
C 2.968 4.119 1.076
C 2.780 2.731 1.002
N 2.825 2.082 -0.159
C 3.069 2.744 -1.282
C 3.272 4.140 -1.289
H 2.506 6.862 0.256
H 4.170 6.589 0.690
H 3.726 6.731 -1.002
H 2.907 4.601 2.040
H 2.644 2.125 1.909
H 3.183 2.168 -2.212
H 3.456 4.637 -2.236
*
```

Mulliken atomic charge list, values in e, 8 entries: atom 1 (P): 0.886, atom 2 (C): -1.090, atom 3 (H): 0.410, atom 4 (H): 0.297, atom 5 (H): 0.389, atom 6 (C): -1.312, atom 7 (H): 0.405, atom 8 (H): 0.428

---

What did the second record say?
# C23H39N6O7P2RuS

C23H39N6O7P2RuS as an isolated structure (ωB97M-V with the def2-TZVPD basis set, OMol25).

Energy relative to the best compared isomer or geometry (same formula, charge and spin), eV: 0.668
DFT total energy, eV: -79729.201
Frontier orbital gap (spin up / spin down), hartree: 0.3080 / 0.2568
Molecular weight, Da: 706.69
LUMO (spin up / spin down), eV: -9.11 / -10.64

```
! RIJCOSX wB97M-V def2-TZVPD def2/J DEFGRID3
* xyz 3 5
Ru -1.367 0.218 0.796
O -2.653 -0.820 2.027
C -4.068 -1.148 1.800
C -4.874 0.126 1.908
C -4.301 1.281 1.076
C -4.028 0.900 -0.353
C -5.003 1.046 -1.327
C -4.746 0.665 -2.633
C -3.496 0.145 -2.944
C -2.557 0.033 -1.944
N -2.816 0.394 -0.672
H -2.187 -1.522 2.502
H -4.350 -1.873 2.559
H -4.140 -1.608 0.813
H -4.950 0.438 2.949
H -5.889 -0.105 1.575
H -3.396 1.688 1.543
H -5.011 2.108 1.088
H -5.960 1.468 -1.051
H -5.502 0.779 -3.398
H -3.246 -0.159 -3.950
H -1.563 -0.346 -2.133
C 3.604 1.836 0.487
N 2.465 0.892 0.496
C 2.556 -0.101 1.573
P 1.531 0.818 -0.814
O 0.101 0.421 -0.769
O 1.800 -1.549 -0.691
P 0.613 -2.371 -0.330
O -0.416 -1.890 0.663
N 1.244 -3.849 0.357
C 0.423 -4.734 1.150
C 2.510 -4.379 -0.108
N -0.125 -3.004 -1.657
C -1.424 -3.668 -1.583
C 0.627 -3.259 -2.888
N 2.260 0.839 -2.230
C 3.645 0.387 -2.399
C 1.616 1.419 -3.416
H 3.601 2.388 1.427
H 3.519 2.541 -0.336
H 4.543 1.289 0.399
H 2.806 0.437 2.488
H 3.338 -0.828 1.358
H 1.609 -0.608 1.722
H -0.470 -4.218 1.485
H 1.005 -5.084 2.006
H 0.155 -5.617 0.557
H 3.095 -3.592 -0.570
H 2.323 -5.187 -0.827
H 3.041 -4.816 0.740
H -1.948 -3.365 -0.679
H -1.310 -4.756 -1.591
H -2.018 -3.387 -2.453
H 1.523 -2.646 -2.906
H -0.002 -3.008 -3.742
H 0.898 -4.315 -2.967
H 3.968 -0.165 -1.520
H 4.307 1.234 -2.577
H 3.686 -0.284 -3.257
H 0.557 1.581 -3.229
H 1.732 0.728 -4.250
H 2.084 2.373 -3.662
O 1.117 2.719 -0.830
S 0.231 3.449 0.148
O -0.522 4.486 -0.442
N -0.637 2.304 0.926
C -0.014 1.969 2.070
O -0.331 0.823 2.508
C 0.979 2.935 2.551
C 1.645 3.025 3.760
C 2.515 4.101 3.938
C 2.709 5.048 2.939
C 2.050 4.954 1.709
C 1.198 3.889 1.553
H 1.477 2.306 4.550
H 3.037 4.211 4.878
H 3.377 5.879 3.119
H 2.200 5.693 0.933
*
```

Mulliken atomic charge list, values in e, 8 entries: atom 1 (Ru): 0.969, atom 2 (O): -0.473, atom 3 (C): -0.456, atom 4 (C): -0.759, atom 5 (C): -0.982, atom 6 (C): 0.896, atom 7 (C): -0.818, atom 8 (C): -0.479